A | {
  "formula": "C4H9NO2",
  "method": "the ωB97M-V functional and the def2-TZVPD basis",
  "species": ["O", "O", "N", "C", "C", "C", "C", "H", "H", "H", "H", "H", "H", "H", "H", "H"],
  "coordinates": [[1.98322, -0.61834, 1.21956], [-0.84250, 1.85138, -1.48449], [-1.86986, 0.58797, 0.05851], [-0.82310, 0.94516, -0.62753], [0.65708, -0.71934, 0.72057], [0.52104, 0.31416, -0.41844], [0.46560, -2.16909, 0.26033], [1.27397, -2.73371, 0.71839], [-0.48846, -2.54144, 0.61083], [-1.77519, -0.22610, 0.64439], [0.91349, -0.08318, -1.34774], [0.55853, -2.22289, -0.81866], [2.17995, 0.26290, 1.59280], [-0.00826, -0.46539, 1.55941], [-2.78053, 1.00278, -0.07331], [1.23530, 1.11963, -0.27640]],
  "homo_energy_ev": [-15.2, -15.0],
  "orbital_gap_ev": [11.113, 5.921],
  "spin_multiplicity": 2,
  "total_charge": 1,
  "s_squared": 0.756
}


B | {
  "formula": "C4H9NO2",
  "method": "the ωB97M-V functional and the def2-TZVPD basis",
  "species": ["O", "O", "N", "C", "C", "C", "C", "H", "H", "H", "H", "H", "H", "H", "H", "H"],
  "coordinates": [[-0.37831, 2.23060, 0.72534], [1.79773, 1.49134, 1.07091], [-1.17260, -0.20174, -0.04184], [0.62492, 1.30593, 0.92414], [-1.05770, 0.07438, -1.51069], [1.13274, -1.08184, 0.38764], [0.01060, -0.12516, 0.80300], [-1.40569, -1.21137, 0.02748], [0.79758, -2.12490, 0.53800], [-1.73302, 0.82922, -1.94795], [0.03542, 0.20589, -1.64402], [-1.21870, -0.90258, -1.95715], [-0.39423, -0.30745, 1.80540], [-0.69813, 1.89921, -0.11855], [1.89440, -0.83674, -0.38664], [1.76498, -1.24478, 1.32492]],
  "homo_energy_ev": [-15.4, -15.4],
  "orbital_gap_ev": [11.573, 6.215],
  "spin_multiplicity": 2,
  "total_charge": 1,
  "s_squared": 0.754
}


Going by the computed energies, the most stable comes first: A, B.


A | {
  "formula": "C2H8N2",
  "method": "the ωB97M-V functional and the def2-TZVPD basis",
  "species": ["N", "N", "C", "C", "H", "H", "H", "H", "H", "H", "H", "H"],
  "coordinates": [[0.69711, -1.51223, 0.85626], [0.08348, 0.92491, 0.27956], [-1.34853, 0.63906, -0.00573], [0.78573, 1.04008, -0.80836], [-1.50075, -0.40570, -0.03051], [-1.90885, 0.88657, 0.80317], [1.07086, -1.26805, -0.06453], [1.86583, 1.15214, -0.75710], [-1.59937, 1.31710, -1.02833], [0.31266, 0.99089, -1.73025], [1.42775, -1.47873, 1.54359], [0.11406, -2.28603, 0.94224]],
  "homo_energy_ev": -8.9,
  "orbital_gap_ev": 10.003,
  "spin_multiplicity": 1,
  "smiles": "C=NC.N"
}


B | {
  "formula": "C2H8N2",
  "method": "the ωB97M-V functional and the def2-TZVPD basis",
  "species": ["N", "N", "C", "C", "H", "H", "H", "H", "H", "H", "H", "H"],
  "coordinates": [[1.12523, -1.45059, -0.47403], [-1.15251, 1.34189, 0.62660], [-0.63845, 0.29811, -0.28452], [0.66144, -0.27062, 0.22776], [0.42573, -2.15635, -0.50491], [-1.43192, -0.43735, -0.37707], [-0.42154, 0.78970, -1.23940], [0.54014, -0.57055, 1.27079], [-1.68854, 2.01710, 0.12089], [1.50533, -1.37455, -1.40625], [-0.47177, 1.83099, 1.19880], [1.45753, 0.47118, 0.20889]],
  "homo_energy_ev": -9.1,
  "orbital_gap_ev": 10.292,
  "spin_multiplicity": 1,
  "smiles": "NCCN"
}


C | {
  "formula": "C2H8N2",
  "method": "the ωB97M-V functional and the def2-TZVPD basis",
  "species": ["N", "N", "C", "C", "H", "H", "H", "H", "H", "H", "H", "H"],
  "coordinates": [[-2.49051, 0.35413, 2.22564], [4.18297, -1.17143, -3.08324], [-1.50400, -0.42872, 2.13384], [-2.51096, 1.32610, 1.14578], [-1.28686, -1.26807, 2.81731], [3.62766, -1.97703, -2.92618], [-3.26779, 2.08812, 1.35031], [-1.50650, 1.83248, 1.09690], [4.26259, -0.53786, -2.34134], [-2.61820, 0.83373, 0.21098], [-0.79463, -0.30182, 1.33748], [3.90621, -0.74963, -3.96747]],
  "homo_energy_ev": -9.8,
  "orbital_gap_ev": 10.872,
  "spin_multiplicity": 1,
  "smiles": "C=NC.N"
}


Going by the computed energies, the most stable comes first: B, C, A.


A | {
  "formula": "C2H8N2",
  "method": "the ωB97M-V functional and the def2-TZVPD basis",
  "species": ["N", "N", "C", "C", "H", "H", "H", "H", "H", "H", "H", "H"],
  "coordinates": [[0.41444, -0.48834, -0.41037], [-1.26707, -0.82155, 1.37822], [-0.42273, 0.06831, 0.67655], [1.16456, 0.39985, -1.20461], [-0.14484, -1.13844, -0.89873], [2.27991, 0.30146, -1.09791], [-1.63084, -0.58169, 2.25183], [0.21092, 0.43737, 1.43571], [-1.91492, -1.10174, 0.66069], [-0.90340, 0.93874, 0.15009], [1.16628, 1.41276, -0.65844], [1.04769, 0.57326, -2.28303]],
  "homo_energy_ev": -8.3,
  "orbital_gap_ev": 9.406,
  "spin_multiplicity": 1,
  "smiles": "CNCN"
}


B | {
  "formula": "C2H8N2",
  "method": "the ωB97M-V functional and the def2-TZVPD basis",
  "species": ["N", "N", "C", "C", "H", "H", "H", "H", "H", "H", "H", "H"],
  "coordinates": [[1.22238, 0.83801, 3.30912], [0.82803, 1.43826, 1.07396], [-1.31060, -1.24530, -2.63029], [0.71121, 0.55154, 2.17494], [1.29048, 0.14202, 4.15109], [0.46487, -0.48787, 1.80366], [-1.80328, -2.12731, -2.90826], [-0.84315, -0.84951, -3.61620], [0.36337, 1.45212, 0.02656], [-0.47448, -1.25651, -1.91633], [1.65022, 2.03200, 1.07343], [-2.09906, -0.48746, -2.54169]],
  "homo_energy_ev": -9.3,
  "orbital_gap_ev": 10.016,
  "spin_multiplicity": 1,
  "smiles": "[H]/N=C/N.C"
}


C | {
  "formula": "C2H8N2",
  "method": "the ωB97M-V functional and the def2-TZVPD basis",
  "species": ["N", "N", "C", "C", "H", "H", "H", "H", "H", "H", "H", "H"],
  "coordinates": [[0.28650, -0.34724, 0.54132], [-1.26048, 1.45570, 0.45839], [-0.36891, 0.57975, -0.33233], [1.01465, -1.44751, -0.02047], [0.05727, -0.32558, 1.51544], [-1.00429, 0.01805, -1.03794], [2.09079, -1.28870, -0.06765], [0.75476, -2.38397, 0.47811], [-0.71696, 2.28666, 0.69375], [0.68095, -1.56248, -1.06360], [0.34646, 1.15594, -0.92063], [-1.88074, 1.85938, -0.24439]],
  "homo_energy_ev": -8.1,
  "orbital_gap_ev": 9.241,
  "spin_multiplicity": 1,
  "smiles": "CNCN"
}


Going by the computed energies, the most stable comes first: C, A, B.


A | {
  "formula": "C2H8N2",
  "method": "the ωB97M-V functional and the def2-TZVPD basis",
  "species": ["N", "N", "C", "C", "H", "H", "H", "H", "H", "H", "H", "H"],
  "coordinates": [[1.71068, -1.94153, -0.84333], [-0.08253, 0.46670, -0.27817], [-1.09832, 0.73828, 0.59366], [-1.65450, 1.90741, 0.90924], [2.62737, -2.26432, -0.54708], [0.40961, -0.40538, -0.21967], [-1.55201, -0.14630, 1.02978], [1.69837, -1.71824, -1.83492], [-2.40152, 1.95005, 1.68920], [-1.15911, 2.86049, 0.76379], [1.04826, -2.65034, -0.58637], [0.45370, 1.20316, -0.67613]],
  "homo_energy_ev": -7.7,
  "orbital_gap_ev": 8.604,
  "spin_multiplicity": 1,
  "smiles": "C=CN.N"
}


B | {
  "formula": "C2H8N2",
  "method": "the ωB97M-V functional and the def2-TZVPD basis",
  "species": ["N", "N", "C", "C", "H", "H", "H", "H", "H", "H", "H", "H"],
  "coordinates": [[-1.83368, 0.25222, 0.08217], [1.93738, -0.01617, -0.36476], [-0.53408, -0.41007, 0.15087], [0.59359, 0.58245, -0.20747], [0.61034, 1.40443, 0.52857], [1.94253, -0.56884, -1.27776], [2.17021, -0.72241, 0.38556], [-0.25041, -0.79596, 1.18829], [0.26988, 1.10146, -1.15808], [-2.49906, -0.48105, 0.33923], [-1.86750, 0.98658, 0.81096], [-0.53922, -1.33262, -0.47757]],
  "homo_energy_ev": -9.2,
  "orbital_gap_ev": 10.334,
  "spin_multiplicity": 1,
  "smiles": "NCCN"
}


Going by the computed energies, the most stable comes first: B, A.


A | {
  "formula": "H21O10",
  "method": "the ωB97M-V functional and the def2-TZVPD basis",
  "species": ["O", "O", "O", "O", "O", "O", "O", "O", "O", "O", "H", "H", "H", "H", "H", "H", "H", "H", "H", "H", "H", "H", "H", "H", "H", "H", "H", "H", "H", "H", "H"],
  "coordinates": [[0.42906, 0.91296, -0.33186], [-0.39029, 2.17292, 2.29322], [0.00474, -2.30480, 1.95418], [-0.09379, -2.64043, -1.47982], [3.19635, 1.01820, -1.31655], [-3.16654, 0.60913, 1.24666], [-1.65630, 2.21039, 0.06205], [2.41331, 0.50103, 1.55695], [-2.29301, -0.22387, -1.04072], [1.83387, -1.27231, -3.02834], [0.40709, 2.23851, 2.84291], [1.91088, -0.90721, -2.14988], [-0.72686, -2.54363, 1.31784], [-3.97491, 0.38985, 0.75733], [3.68880, 1.71640, -0.84337], [-3.40513, 0.53860, 2.21611], [-2.19873, 1.53554, 0.72663], [-0.66063, 1.66180, -0.02683], [1.63549, -2.19239, -3.22009], [-3.00674, -0.15075, -1.70831], [-2.17809, -1.19195, -1.06314], [0.02929, -3.16219, 2.41856], [0.88887, 0.84295, 0.52169], [-2.04194, 1.68788, -0.67349], [3.90571, 0.35762, -1.37865], [-0.12924, -3.58219, -1.64586], [0.21161, -2.03603, -2.17651], [0.90218, 0.91482, -1.17022], [1.98681, -0.29519, 1.16974], [-0.51123, 3.06493, 1.91354], [2.98937, 0.12937, 2.25624]],
  "homo_energy_ev": [-18.4, -17.6],
  "orbital_gap_ev": [12.185, 3.018],
  "spin_multiplicity": 2,
  "total_charge": 2,
  "s_squared": 0.756
}


B | {
  "formula": "H21O10",
  "method": "the ωB97M-V functional and the def2-TZVPD basis",
  "species": ["O", "O", "O", "O", "O", "O", "O", "O", "O", "O", "H", "H", "H", "H", "H", "H", "H", "H", "H", "H", "H", "H", "H", "H", "H", "H", "H", "H", "H", "H", "H"],
  "coordinates": [[-1.72311, 2.14246, 1.71875], [0.94030, -2.96639, 2.31815], [1.45066, 1.80144, 0.89514], [-2.24533, -2.80725, 0.23226], [0.30297, 0.74165, -3.37735], [-1.82351, 0.73668, -1.54148], [-1.12505, 3.35228, -0.53928], [3.42108, -0.34876, 0.72481], [-0.20307, 0.12281, 0.22108], [0.17869, -2.16657, -0.94453], [0.82989, -2.87948, -0.99676], [1.86078, -3.11458, 2.53160], [-0.37057, 2.84086, -0.22475], [4.07808, -1.05092, 0.63967], [-2.64247, 2.47570, 1.66202], [-1.55120, 1.26744, 1.29374], [-1.75671, 1.68665, -1.69899], [0.73844, 1.93494, 1.51330], [-1.32474, 0.40074, -2.31342], [-0.14600, -0.82513, -0.15035], [-0.42753, -2.58586, -0.29831], [-2.30741, -3.75394, 0.03494], [0.54644, -0.15749, -3.62032], [3.97347, 0.43098, 0.85653], [0.51557, -2.74777, 3.15080], [-0.96209, 0.37369, -0.59491], [0.62708, 0.67771, 0.03748], [-1.12407, 4.16616, 0.00790], [-3.17002, -2.64150, 0.45960], [1.07638, 1.25284, -3.13279], [2.36307, 1.64063, 1.13547]],
  "homo_energy_ev": [-16.7, -16.7],
  "orbital_gap_ev": [9.629, 2.543],
  "spin_multiplicity": 2,
  "total_charge": 2,
  "s_squared": 0.760
}


Going by the computed energies, the most stable comes first: B, A.


A | {
  "formula": "CH3NOS",
  "method": "the ωB97M-V functional and the def2-TZVPD basis",
  "species": ["S", "O", "N", "C", "H", "H", "H"],
  "coordinates": [[2.35878, 0.15584, -0.03299], [-1.45409, 0.02542, 0.58944], [-0.15220, 0.38033, 0.33765], [0.79696, -0.29095, -0.24515], [-2.11842, -0.36091, -0.58900], [0.41987, -1.18325, -0.83990], [0.14910, 1.27352, 0.77995]],
  "homo_energy_ev": -8.6,
  "orbital_gap_ev": 7.602,
  "spin_multiplicity": 1
}


B | {
  "formula": "CH3NOS",
  "method": "the ωB97M-V functional and the def2-TZVPD basis",
  "species": ["S", "O", "N", "C", "H", "H", "H"],
  "coordinates": [[1.45559, 0.34538, -0.50738], [2.28000, 0.17747, 0.65145], [0.30484, -0.87645, -0.34953], [-0.88641, -0.58205, -0.10776], [-1.30259, 0.46925, 0.03099], [-1.56339, -1.30266, 0.10020], [-0.28803, 1.76906, 0.18204]],
  "homo_energy_ev": [-8.9, -9.5],
  "orbital_gap_ev": [7.909, 8.606],
  "spin_multiplicity": 1
}


C | {
  "formula": "CH3NOS",
  "method": "the ωB97M-V functional and the def2-TZVPD basis",
  "species": ["S", "O", "N", "C", "H", "H", "H"],
  "coordinates": [[1.58478, 0.06117, 0.01422], [-2.22754, -0.24898, 0.14502], [-0.09944, -0.19524, -0.29447], [-1.19987, 0.44069, 0.04231], [-0.47519, -1.24696, -0.56778], [-1.08811, 1.80462, -0.05165], [1.92230, -0.82201, 1.03912]],
  "homo_energy_ev": -9.8,
  "orbital_gap_ev": 10.295,
  "spin_multiplicity": 1
}


D | {
  "formula": "CH3NOS",
  "method": "the ωB97M-V functional and the def2-TZVPD basis",
  "species": ["S", "O", "N", "C", "H", "H", "H"],
  "coordinates": [[2.25988, 0.03442, 0.26197], [-1.58655, 0.21072, 0.09853], [-0.15450, 0.37632, 0.31661], [0.79088, -0.50760, -0.00586], [0.05846, 1.26227, 0.83087], [-1.91607, -0.04452, -0.85649], [0.54790, -1.33162, -0.64563]],
  "homo_energy_ev": -8.7,
  "orbital_gap_ev": 9.131,
  "spin_multiplicity": 1,
  "smiles": "ONC=S"
}


Going by the computed energies, the most stable comes first: C, D, A, B.